No. 1
13
Properties=species:S:1:pos:R:3:forces:R:3 method="wB97M-V/def2-TZVPD" lumo_ev=-6.334 e_homo_ha=-0.607 spin_multiplicity=1 total_charge=+1
H 0.708 1.444 0.762 -0.1518 -0.2137 -0.0602
H 1.513 -0.924 1.091 -0.0150 -0.0638 0.1130
H -0.537 -1.695 0.014 -0.2770 0.3037 0.0071
H -2.709 1.077 -0.255 -0.0490 -0.5045 -0.0379
O -1.865 1.523 -0.054 3.6450 -3.2224 0.1276
O -2.412 -1.146 -0.040 -0.2057 0.0278 -0.0095
H 0.787 1.244 -0.985 -0.1732 -0.1806 0.1063
C 1.629 -0.422 0.133 0.0204 -0.0651 -0.0041
N -0.708 0.234 -0.041 -5.1058 4.0350 -0.1298
C 0.620 0.704 -0.044 1.6419 0.6625 -0.0569
H 2.622 0.020 0.116 -0.0046 0.0136 -0.0046
H 1.589 -1.147 -0.679 0.0000 -0.0358 -0.0751
N -1.237 -0.910 -0.019 0.6747 -0.7568 0.0243



No. 2
15
Properties=species:S:1:pos:R:3:forces:R:3 method="wB97M-V/def2-TZVPD" lumo_ev=0.550 e_homo_ha=-0.369 spin_multiplicity=1 smiles="N[P@@](=O)(O)S.CC#N"
O 1.412 -2.510 0.128 0.5184 1.8482 -0.5386
H -2.238 0.351 -1.113 -0.7178 -0.9631 -0.2444
O 0.384 -0.312 -0.837 1.3351 -1.2543 1.7539
S -0.737 -1.573 1.647 -0.4132 0.0910 0.4058
N 2.142 -0.334 1.175 0.8395 2.9822 1.2625
H -2.781 2.066 -1.260 0.9948 -0.6253 0.8044
H 2.313 0.636 0.800 -0.3853 -1.3270 0.2607
H -1.686 -1.057 0.824 0.5084 -0.0528 0.2634
H -1.386 1.444 -2.153 -0.0382 -0.1167 0.8393
P 0.838 -0.992 0.438 -1.3248 -1.4058 -3.0417
N -0.486 1.668 0.927 1.9151 0.8351 3.3676
H 2.185 -0.187 2.210 -0.3180 -0.7590 -1.2268
H 2.160 -2.230 -0.463 -0.4177 -1.0663 0.4846
C -1.009 1.493 -0.049 -2.5083 0.9703 -2.6676
C -1.910 1.357 -1.174 0.0121 0.8434 -1.7233



No. 3
12
Properties=species:S:1:pos:R:3:forces:R:3 method="wB97M-V/def2-TZVPD" lumo_ev=-0.290 e_homo_ha=-0.323 spin_multiplicity=1 smiles=CNC.N#P
H -0.250 1.675 -1.411 1.2555 0.8849 0.3158
H 1.393 1.071 -1.011 -0.3612 0.2748 -0.1302
P 3.936 -0.978 0.060 0.2598 0.2707 -0.2356
H 0.948 2.590 -0.334 -0.2175 0.5742 0.6820
C 0.880 0.075 1.079 0.5344 -2.3227 1.8617
H 0.424 -0.687 1.828 0.6517 0.9437 -1.5149
H -0.763 1.262 0.877 -0.7464 0.4050 0.8098
H 1.646 0.593 1.694 -0.5999 0.7755 -0.1279
H 1.543 -0.394 0.324 -0.8348 -0.4328 0.5798
N -0.112 0.761 0.328 0.8504 -0.0469 0.7270
N 3.852 0.321 -0.639 0.2129 -0.3378 0.1218
C 0.537 1.630 -0.599 -1.0049 -0.9885 -3.0895



No. 4
12
Properties=species:S:1:pos:R:3:forces:R:3 method="wB97M-V/def2-TZVPD" lumo_ev=4.306 e_homo_ha=-0.105 spin_multiplicity=1 total_charge=-1
H -0.999 -1.070 2.217 0.1392 -0.0170 0.0559
H 0.646 0.342 -1.785 -0.0145 0.0117 -0.0944
H 0.149 0.053 1.859 0.0303 -0.0089 0.0587
N -0.811 -0.242 1.670 -0.5956 0.1700 -0.1289
C -0.842 -0.545 0.282 0.0547 -0.6665 0.2779
S 2.351 -0.234 0.425 0.0296 0.0736 0.0423
H -0.559 -1.566 0.008 0.1522 0.2809 -0.2610
H -0.732 0.877 -2.620 0.1903 0.1950 0.0392
C -0.999 0.392 -0.642 0.6301 0.6786 -0.1004
N -0.361 0.276 -1.905 -0.6318 -0.6483 0.0170
H 3.497 0.332 0.834 0.0291 -0.0044 -0.0399
H -1.340 1.385 -0.342 -0.0136 -0.0649 0.1336



No. 5
12
Properties=species:S:1:pos:R:3:forces:R:3 method="wB97M-V/def2-TZVPD" lumo_ev=-5.345 e_homo_ha=-0.453 spin_multiplicity=1 total_charge=+1
H -1.532 3.649 -0.327 0.3364 -1.5039 -0.3089
N -1.776 1.547 -0.733 0.8450 3.7067 1.1551
H 1.281 -2.927 1.604 0.7994 0.6319 -0.1340
S 0.285 -0.475 0.546 -0.0476 -0.3372 0.1930
N 1.864 -2.543 0.847 -0.2615 -1.7393 0.8075
C 1.364 -1.643 0.068 -1.0917 2.0881 -1.7494
H 1.693 -1.639 -0.996 0.1903 -0.0084 0.9269
H -0.496 2.356 0.625 -0.3539 0.0193 -0.0251
H -2.363 1.605 -1.520 -1.1582 0.3882 -0.9958
H -1.584 0.657 -0.386 1.0548 -2.2929 0.5124
H 2.514 -3.160 0.408 0.3715 -0.6618 0.1051
C -1.249 2.572 -0.137 -0.6844 -0.2907 -0.4869



No. 6
12
Properties=species:S:1:pos:R:3:forces:R:3 method="wB97M-V/def2-TZVPD" lumo_ev="-4.319 / -6.912" e_homo_ha="-0.419 / -0.531" spin_multiplicity=3 total_charge=+1
H -4.524 0.910 0.315 0.0179 0.1655 0.0302
C -4.124 -0.026 -0.025 -0.1345 -0.0817 0.0894
N 1.002 0.247 -0.151 -0.9920 0.7583 -0.3136
H -3.114 -0.091 -0.378 0.0351 0.0684 -0.1272
C 2.110 -0.387 0.133 1.1870 -0.4388 0.1901
H 4.130 -0.389 0.319 -0.1225 -0.0235 -0.0240
S -0.545 -0.427 -0.081 0.4129 -0.0534 0.0809
H -4.749 -0.899 -0.021 -0.0604 -0.1447 -0.0235
H 1.042 1.224 -0.440 0.1104 -0.1380 0.0488
H 3.446 1.117 -0.171 0.0823 0.0885 -0.0581
N 3.309 0.147 0.072 -0.5750 -0.2018 0.1036
H 2.015 -1.426 0.430 0.0389 0.0013 0.0033



No. 7
12
Properties=species:S:1:pos:R:3:forces:R:3 method="wB97M-V/def2-TZVPD" lumo_ev="-3.115 / -7.923" e_homo_ha="-0.330 / -0.553" spin_multiplicity=3 total_charge=+1
H 0.495 -2.045 0.435 0.9398 -1.9427 -0.1028
H 0.068 -0.735 1.473 0.5557 -1.0934 -1.3600
N 0.300 -1.091 0.482 -0.2686 1.8210 3.3834
N 0.627 1.426 0.357 -4.8542 -0.3656 1.1897
S -2.160 0.266 0.077 -3.3148 4.5428 0.3015
H -2.793 -0.784 0.592 0.4479 -1.9914 0.2718
H -0.770 -1.184 -1.333 0.0656 0.5756 0.3971
H 1.622 0.263 -1.082 -2.4378 -0.8890 1.5982
C -0.637 -0.534 -0.444 3.7658 -1.3595 -2.4977
H -0.410 1.575 0.779 3.3252 0.2408 -1.0773
H 1.360 1.941 0.780 0.8819 0.0753 0.1720
C 0.675 0.278 -0.349 0.8933 0.3862 -2.2760



No. 8
13
Properties=species:S:1:pos:R:3:forces:R:3 method="wB97M-V/def2-TZVPD" lumo_ev=-3.748 e_homo_ha=-0.489 spin_multiplicity=1 total_charge=+1
S 2.027 -0.787 0.379 -0.4885 -0.1432 0.0118
N -0.540 -0.446 -0.689 -0.2597 0.0500 -0.2538
H -0.555 -0.533 -1.698 -0.0914 0.1771 0.1355
H 0.374 -2.301 -0.574 -0.2173 0.1032 0.0074
S 2.048 1.133 -0.260 0.1204 0.2283 0.0893
H -0.656 0.376 1.814 0.0295 0.0271 -0.0918
H -1.594 1.302 -0.849 0.0641 -0.0611 0.0424
H -1.577 1.773 1.411 0.0175 -0.0615 -0.0712
H -0.169 -1.642 0.987 -0.1568 -0.0242 -0.1280
N -1.118 0.928 1.104 0.0908 -0.1023 0.2689
C 0.251 -1.394 0.013 1.0423 -0.1575 0.4687
H 2.598 0.966 -1.471 -0.0170 -0.0772 -0.1255
C -1.088 0.626 -0.167 -0.1338 0.0412 -0.3537



No. 9
12
Properties=species:S:1:pos:R:3:forces:R:3 method="wB97M-V/def2-TZVPD" lumo_ev=1.316 e_homo_ha=-0.344 spin_multiplicity=1 smiles="CC/N=N/N"
H 2.164 -0.433 1.995 1.0004 -1.0218 -0.1260
C -0.555 0.745 -1.293 -2.6575 1.4027 1.0902
H 2.729 -1.962 1.215 -0.7211 0.3814 -0.2999
N 0.876 -1.055 0.750 0.9282 1.3615 0.3909
H 0.479 0.734 -1.384 1.8393 -0.2842 -0.8353
H -0.877 1.805 -1.347 0.1702 -0.5494 -0.2070
H -1.104 -0.881 -0.022 -0.3689 0.6514 0.3610
H -1.118 0.164 -2.022 0.4016 0.1218 -0.2653
H -1.502 0.717 0.782 -0.4933 0.1422 -0.4967
C -0.852 0.187 0.094 2.1215 -0.6984 1.0950
N 0.501 0.155 0.906 -1.4551 -3.2176 -1.5360
N 1.988 -1.327 1.502 -0.7653 1.7104 0.8292



No. 10
12
Properties=species:S:1:pos:R:3:forces:R:3 method="wB97M-V/def2-TZVPD" lumo_ev=0.933 e_homo_ha=-0.337 spin_multiplicity=1 smiles="C=NCNN"
H 0.453 1.442 1.588 0.1448 -0.0331 -0.2339
H 1.414 -0.566 0.911 -0.2374 0.0734 0.0961
N 0.561 0.853 -0.434 0.0552 1.4004 1.5671
H 0.266 2.768 0.276 0.0011 -0.4795 0.0468
H -1.392 -0.002 -1.062 -0.0406 -0.4656 0.2021
C 0.429 1.706 0.518 0.0718 -0.5328 -1.2125
C 0.780 -0.525 0.016 -0.0083 -0.6652 0.1260
H -0.865 -0.908 1.158 -0.2782 -0.0902 -0.5919
N -1.417 -1.002 -0.814 0.0309 0.3706 0.4309
H 1.338 -1.054 -0.765 -0.2690 0.1268 -0.0068
H -1.093 -1.469 -1.666 0.0956 -0.1876 0.6850
N -0.474 -1.243 0.275 0.4341 0.4828 -1.1089



No. 11
12
Properties=species:S:1:pos:R:3:forces:R:3 method="wB97M-V/def2-TZVPD" lumo_ev=0.875 e_homo_ha=-0.302 spin_multiplicity=1 smiles="[H]/N=C(/C)NN"
C 0.546 0.266 -0.008 -1.5309 -0.7224 2.4506
C 1.320 -0.981 0.094 -1.3657 -1.1190 -1.7161
N -2.035 0.451 0.002 -1.5112 -0.8928 2.2052
H 1.386 -1.168 -1.008 0.4068 -0.9713 0.7554
H 0.650 2.296 0.115 -0.2722 -0.8341 -0.3032
H 2.240 -0.655 0.422 2.3869 -0.0998 0.8365
H 0.850 -1.839 0.696 0.7221 1.5384 -1.0946
N -1.060 -0.478 0.245 3.9826 3.2223 -0.2929
H -1.895 1.162 0.696 -0.4416 0.4119 -0.0837
H -2.149 0.785 -0.899 0.1564 0.8908 -2.0387
N 1.156 1.398 0.056 -2.0966 -1.3357 -0.1905
H -1.011 -1.236 -0.413 -0.4367 -0.0882 -0.5280



No. 12
12
Properties=species:S:1:pos:R:3:forces:R:3 method="wB97M-V/def2-TZVPD" lumo_ev=1.006 e_homo_ha=-0.337 spin_multiplicity=1 smiles="[H]/N=C/N.C=N"
N 0.741 1.761 -0.998 0.3127 0.5144 0.3825
H -0.940 -0.779 -0.607 0.5827 -0.3164 1.0282
N -1.381 -1.692 -0.561 -0.7681 0.3638 -1.3884
C -1.023 -2.610 0.205 -0.4381 0.0135 0.1542
H 1.108 2.552 0.947 -0.0472 0.6553 -0.3206
H -0.284 -2.612 0.993 0.5747 0.3768 0.1158
N 0.654 0.561 0.930 -0.2676 -0.8464 -0.2527
H 0.490 0.892 -1.434 -0.1681 -0.0004 -0.1772
H -1.607 -3.516 0.108 0.0188 -0.4681 0.1505
C 0.827 1.682 0.369 -0.0449 -0.8425 0.4630
H 0.402 2.611 -1.408 0.0438 0.0289 -0.1325
H 0.765 0.506 1.933 0.2013 0.5213 -0.0227



No. 13
12
Properties=species:S:1:pos:R:3:forces:R:3 method="wB97M-V/def2-TZVPD" lumo_ev=0.950 e_homo_ha=-0.326 spin_multiplicity=1
H -0.179 -0.096 1.730 -1.9619 0.3122 -1.6115
N 0.654 1.480 -0.097 -1.0649 0.3647 -4.2198
H -0.229 1.833 -0.658 2.4130 -1.1972 1.9207
H -1.857 -0.590 1.675 -0.1024 0.3664 -0.3838
H -1.471 0.964 1.001 -0.0827 -0.0661 -1.2019
N -0.909 -1.065 -0.048 1.9691 0.1886 -1.6707
N 1.133 0.195 -0.452 -0.4398 -2.6482 -1.6574
H 0.685 1.653 0.873 -0.2607 -0.0392 0.7125
C -1.150 -0.071 1.001 1.5042 -2.2693 4.3392
C 0.246 -0.996 -0.629 -1.6336 3.4014 2.0846
H 1.632 0.102 -1.371 0.0513 1.4790 1.4155
H 0.684 -1.738 -1.305 -0.3915 0.1078 0.2725



No. 14
12
Properties=species:S:1:pos:R:3:forces:R:3 method="wB97M-V/def2-TZVPD" lumo_ev=0.847 e_homo_ha=-0.331 spin_multiplicity=1
H 1.256 1.307 -0.456 -0.8292 0.4392 0.0506
H 1.042 -0.007 2.022 -0.7413 -0.2437 -0.9196
H -2.272 -0.307 0.676 0.3571 0.5193 -0.0951
N 0.328 0.066 -1.941 -3.2216 -3.6618 -1.6128
N -1.574 0.051 0.008 1.0275 -0.7853 1.2903
C 0.757 0.339 -0.537 0.5767 -2.3635 -0.7624
H 0.506 -1.176 -2.201 -0.9278 5.0231 1.3300
H -0.965 0.171 -2.086 5.2996 -0.4755 1.2746
C -0.372 0.045 0.493 -0.6789 0.9196 -1.0018
H 1.676 -0.339 -0.381 -1.5201 0.5916 0.1955
H -0.430 0.010 2.615 -1.9390 0.2564 0.9676
N 0.049 -0.160 1.787 2.5970 -0.2194 -0.7169



No. 15
12
Properties=species:S:1:pos:R:3:forces:R:3 method="wB97M-V/def2-TZVPD" lumo_ev=0.932 e_homo_ha=-0.338 spin_multiplicity=1 smiles="[H]/N=C(/C)NN"
H -2.192 0.271 0.923 -0.0371 -0.4518 -1.1770
N -2.015 -0.209 0.007 -0.9102 2.3957 -0.2913
H 2.161 -0.370 1.151 -1.6070 0.3144 -2.4936
C 0.363 0.258 -0.155 -1.2611 3.5674 2.5673
C 1.729 -0.350 0.020 2.7419 0.1276 0.3719
H -0.938 1.700 0.088 2.2331 -0.1272 -0.3791
N -0.703 -0.612 0.019 1.1027 -3.9434 -1.6109
N 0.127 1.559 -0.017 -0.6268 -2.1419 -0.5594
H -2.118 0.527 -0.769 -0.2025 -1.2052 1.4149
H 1.625 -1.435 -0.252 0.6556 0.9752 -0.0820
H -0.653 -1.580 -0.448 0.3582 2.1328 1.1263
H 2.612 0.241 -0.568 -2.4467 -1.6437 1.1128



No. 16
13
Properties=species:S:1:pos:R:3:forces:R:3 method="wB97M-V/def2-TZVPD" lumo_ev=-0.888 e_homo_ha=-0.333 spin_multiplicity=1
H 2.470 0.442 -1.596 -3.9591 -3.8511 -0.0525
N -0.091 -1.523 0.261 2.3124 0.8249 -1.5250
O -1.119 0.851 0.518 -1.1648 -0.2891 -0.3493
N -0.204 0.686 -0.517 -1.3490 1.0193 -2.9254
H -0.043 2.177 1.739 -0.5979 -1.3500 0.1095
H -1.273 0.989 2.492 -0.1510 0.5538 -0.1577
C 0.396 -0.593 -0.513 -2.4282 -0.5022 0.0170
C -0.509 1.131 1.726 1.3565 0.5074 1.1648
N 1.336 -0.743 -1.513 3.0254 0.5595 -2.4094
H 0.232 0.352 2.015 -0.0507 0.5907 -0.4532
H 1.174 -1.515 -2.345 0.9364 3.0115 2.9901
H 0.639 -2.231 0.107 -0.5051 -0.5847 0.5425
H -0.861 0.822 -1.455 2.5751 -0.4900 3.0487



No. 17
13
Properties=species:S:1:pos:R:3:forces:R:3 method="wB97M-V/def2-TZVPD" lumo_ev="-1.323 / 0.188" e_homo_ha="-0.243 / -0.292" spin_multiplicity=1
H -0.584 -1.041 1.176 -0.0774 0.9475 0.1739
H 2.386 0.171 -2.114 -0.1111 0.0740 -0.0332
H -2.228 1.767 -0.298 -0.0604 -0.0578 0.1226
H 0.420 -0.868 -1.153 0.0912 -0.0396 -0.0024
O -2.371 0.813 -0.223 -0.0836 -0.1673 0.2748
N -1.741 0.471 0.952 0.0899 -0.0061 -0.5724
C 2.172 0.284 -1.062 0.1129 -0.0950 0.0875
C 1.096 -0.314 -0.500 -0.2722 -0.0785 0.1011
H 2.876 0.854 -0.469 0.0277 -0.0236 0.0614
H 1.344 0.256 1.364 0.0188 -0.3237 0.1634
N 0.681 -0.261 0.790 -0.4987 -0.0285 -0.2602
H -2.277 -1.334 0.412 -0.0230 0.3125 -0.1046
N -1.775 -0.799 1.125 0.7858 -0.5139 -0.0121



No. 18
13
Properties=species:S:1:pos:R:3:forces:R:3 method="wB97M-V/def2-TZVPD" lumo_ev=0.468 e_homo_ha=-0.315 spin_multiplicity=1
N 0.014 0.360 0.652 -0.6486 4.3006 -1.8669
H 1.033 -2.104 1.295 1.7155 -0.4255 0.0782
H -0.032 -1.690 2.899 1.1147 -2.0632 -1.4419
H -0.744 -2.588 1.285 2.1212 2.4232 1.2271
N 0.264 0.429 -1.828 -5.4227 -0.3882 -0.5761
H -0.435 2.195 -2.945 0.6642 -1.4703 5.2888
C 0.145 -1.819 1.771 -4.7409 -0.1810 1.0093
H -0.732 0.169 -2.517 3.9838 -0.7710 2.9042
N -0.117 1.827 -1.724 -2.3415 2.4305 -0.3669
H -1.020 1.874 -0.761 2.7645 0.1453 -4.1882
C 0.077 -0.160 -0.473 0.8945 0.1182 -2.7011
H 0.225 -1.164 -0.357 0.1098 -3.1177 -1.2827
O -0.094 -0.391 1.702 -0.2145 -1.0008 1.9162



The following energy above the lowest of the compared OMol25 structures with the same formula, charge and spin values (in kcal per mole) correspond, in order, to the records above: 165.9 15.4 45.3 18.6 34.8 0.0 94.5 0.0 57.8 50.5 80.7 31.7 74.3 59.8 48.8 168.5 153.2 218.6.
The following E_tot values (in eV) correspond, in order, to the records above: -9249.578 -29388.317 -14454.137 -16003.184 -15995.250 -15992.812 -15988.713 -26831.933 -6655.448 -6655.766 -6654.456 -6656.579 -6654.735 -6655.361 -6655.840 -8698.970 -8699.632 -8696.799.
The following max |F| values (in Eh/bohr) correspond, in order, to the records above: 0.12658 0.07707 0.06604 0.01811 0.07727 0.02504 0.10952 0.02244 0.07489 0.04089 0.09979 0.03166 0.09962 0.10640 0.08892 0.10741 0.01879 0.10753.